Computed, not measured: a structure of composition C16H22BN8O7P2V, with ωB97M-V/def2-TZVPD.

Output
Total energy   -3239.03066 Ha
Charge   +2
Maximum force   0.0036 hartree/bohr

Geometry as XYZ:
```
57
C16H22BN8O7P2V | OMol25 | ωB97M-V/def2-TZVPD
V 0.946 -0.652 -0.726
C 3.410 1.996 -0.593
C 2.041 2.110 -0.037
C 1.357 3.211 0.437
C 0.097 2.763 0.826
N 0.007 1.451 0.630
N 1.204 1.034 0.082
B -1.184 0.490 1.054
N -0.510 -0.676 1.795
C -0.746 -1.289 2.955
C 0.158 -2.328 3.097
C 0.941 -2.320 1.954
C 2.073 -3.235 1.648
N 0.512 -1.305 1.148
N -1.752 -0.156 -0.267
C -2.980 -0.392 -0.702
C -2.924 -1.205 -1.843
C -1.599 -1.449 -2.088
C -0.933 -2.224 -3.164
N -0.877 -0.788 -1.118
N -2.197 1.228 1.820
C -2.118 1.710 3.101
C -3.098 2.642 3.252
C -3.749 2.709 1.989
C -4.907 3.564 1.604
N -3.193 1.876 1.133
H 3.403 2.184 -1.667
H 3.839 1.009 -0.422
H 4.052 2.740 -0.126
H 1.730 4.219 0.498
H -0.738 3.303 1.246
H -1.543 -0.961 3.602
H 0.243 -3.006 3.928
H 2.237 -3.887 2.503
H 2.994 -2.679 1.465
H 1.860 -3.863 0.783
H -3.817 0.054 -0.188
H -3.762 -1.557 -2.421
H -0.458 -1.551 -3.880
H -1.668 -2.823 -3.696
H -0.173 -2.895 -2.761
H -1.371 1.368 3.799
H -3.335 3.200 4.141
H -4.691 4.614 1.798
H -5.788 3.299 2.188
H -5.136 3.441 0.548
O 1.674 -0.605 -4.749
P 2.526 -0.222 -3.498
O 3.468 0.870 -3.585
O 1.417 -0.057 -2.338
O 3.120 -1.661 -3.060
P 3.486 -2.126 -1.589
O 3.621 -3.665 -1.733
O 4.451 -1.340 -0.850
O 1.986 -1.999 -0.907
H 1.926 -0.126 -5.555
H 4.473 -4.043 -1.463
```

Computed, not measured: a structure of composition C16H22Br2NOP2Pt, with ωB97M-V/def2-TZVPD.

Output
2S+1   3
Total energy   -6702.77802 Ha
Charge   +1
Expectation value of S²   2.045
Maximum force   0.0030 hartree/bohr

Geometry as XYZ:
```
45
C16H22Br2NOP2Pt | OMol25 | ωB97M-V/def2-TZVPD
Pt -0.157 -0.305 -0.211
C 0.898 0.045 2.945
C 0.751 1.400 2.342
C 1.091 2.546 3.072
C 0.945 3.790 2.521
C 0.421 3.899 1.222
C 0.188 5.147 0.552
Br 0.634 6.754 1.386
C -0.365 5.202 -0.716
C -0.713 4.043 -1.378
Br -1.468 4.115 -3.072
C -0.516 2.744 -0.779
O -0.865 1.699 -1.338
C 0.099 2.711 0.557
N 0.285 1.488 1.094
H 1.195 0.109 3.989
H 1.652 -0.515 2.393
H -0.039 -0.507 2.864
H 1.472 2.433 4.077
H 1.211 4.678 3.076
H -0.526 6.161 -1.187
C 2.240 -2.720 1.086
P 1.231 -2.087 -0.291
C 2.433 -2.056 -1.659
C 0.185 -3.546 -0.686
C -0.865 -3.167 -1.728
P -1.699 -1.617 -1.211
C -3.087 -2.178 -0.180
C -2.493 -0.996 -2.717
H 2.681 -3.680 0.811
H 1.626 -2.855 1.976
H 3.047 -2.025 1.318
H 2.948 -3.014 -1.748
H 3.167 -1.271 -1.481
H 1.924 -1.829 -2.595
H -0.293 -3.856 0.247
H 0.810 -4.376 -1.021
H -1.591 -3.967 -1.886
H -0.391 -2.965 -2.692
H -3.733 -2.865 -0.730
H -3.670 -1.315 0.140
H -2.706 -2.677 0.711
H -3.130 -1.761 -3.163
H -1.731 -0.691 -3.434
H -3.096 -0.122 -2.472
```

Computed, not measured: the molecule C16H22BrNO3, with ωB97M-V/def2-TZVPD.

Output
Total energy   -3477.40380 Ha
Charge   0
Maximum force   0.0163 hartree/bohr
Structure (SMILES)   O=C(CCCOc1cccc(Br)c1)N[C@H]1CC[C@@H](O)CC1

Geometry as XYZ:
```
43
C16H22BrNO3 | OMol25 | ωB97M-V/def2-TZVPD
O -0.370 -0.316 -0.772
C -0.078 0.197 0.292
C -1.105 0.854 1.199
C -1.483 2.233 0.640
C -2.306 2.165 -0.652
O -3.680 1.947 -0.387
C -4.237 0.710 -0.427
C -3.602 -0.477 -0.785
C -4.317 -1.663 -0.795
C -5.657 -1.704 -0.454
C -6.274 -0.517 -0.099
Br -8.119 -0.531 0.383
C -5.591 0.680 -0.082
N 1.190 0.271 0.739
C 2.327 -0.261 0.015
C 2.947 -1.437 0.773
C 4.129 -2.002 -0.009
C 5.189 -0.919 -0.245
O 5.736 -0.443 0.969
C 4.570 0.272 -0.978
C 3.378 0.826 -0.205
H -0.705 0.966 2.208
H -1.994 0.222 1.246
H -0.574 2.804 0.443
H -2.071 2.774 1.385
H -2.275 3.143 -1.144
H -1.895 1.418 -1.334
H -2.557 -0.505 -1.048
H -3.813 -2.576 -1.074
H -6.208 -2.631 -0.461
H -6.078 1.602 0.193
H 1.385 0.703 1.629
H 1.934 -0.608 -0.947
H 2.196 -2.212 0.931
H 3.295 -1.087 1.748
H 3.790 -2.378 -0.975
H 4.571 -2.838 0.541
H 5.997 -1.340 -0.868
H 6.102 -1.188 1.456
H 4.257 -0.051 -1.972
H 5.328 1.048 -1.086
H 2.938 1.662 -0.751
H 3.729 1.189 0.763
```

Computed, not measured: a structure of composition C16H22Cl2GaN3OS4Sb, with ωB97M-V/def2-TZVPD.

Output
Total energy   -5540.88617 Ha
Charge   -1
Maximum force   0.0064 hartree/bohr

Geometry as XYZ:
```
50
C16H22Cl2GaN3OS4Sb | OMol25 | ωB97M-V/def2-TZVPD
Ga 1.563 2.245 -3.967
S 0.312 -1.915 -3.191
Sb 1.441 -0.732 -4.781
S 3.134 0.665 -3.707
S 0.108 1.238 -5.330
S 2.252 -1.775 -6.589
C -2.253 -0.823 2.698
C -2.453 -1.360 1.272
C -2.342 -2.886 1.295
C -3.886 -1.007 0.850
C -1.429 -0.769 0.241
O -2.026 -0.953 -1.049
C -0.072 -1.488 0.184
C 0.944 -1.456 1.331
C 1.802 -0.214 1.353
C 2.606 0.081 0.251
C 3.429 1.193 0.244
C 3.443 2.025 1.353
Cl 4.460 3.443 1.346
C 2.655 1.762 2.457
C 1.839 0.638 2.448
C -1.318 0.742 0.488
N -0.465 1.459 -0.452
C -0.267 1.303 -1.755
N 0.612 2.208 -2.160
C 0.909 2.924 -1.044
N 0.270 2.505 0.013
H -2.899 -1.381 3.380
H -2.534 0.228 2.780
H -1.231 -0.928 3.056
H -3.160 -3.298 1.889
H -1.405 -3.228 1.739
H -2.417 -3.297 0.287
H -4.581 -1.428 1.580
H -4.120 -1.415 -0.131
H -4.061 0.070 0.819
H -1.368 -1.306 -1.679
H 0.441 -1.120 -0.706
H -0.297 -2.529 -0.052
H 1.611 -2.305 1.154
H 0.498 -1.635 2.309
H 2.584 -0.557 -0.628
H 4.037 1.419 -0.622
H 2.672 2.432 3.305
H 1.220 0.428 3.314
H -0.876 0.955 1.458
H -2.313 1.187 0.454
H -0.711 0.545 -2.379
H 1.604 3.747 -1.035
Cl 2.043 4.365 -4.092
```

Computed, not measured: a cluster of 2 separate species, C16H22ClNO11S2 in total in a non-equilibrium geometry, with ωB97M-V/def2-TZVPD.

Output
Total energy   -2761.51906 Ha
Charge   -2
Maximum force   0.1313 hartree/bohr

Geometry as XYZ:
```
53
C16H22ClNO11S2 | OMol25 | ωB97M-V/def2-TZVPD
C 2.422 -3.271 0.510
S 2.964 -2.712 -1.180
O 4.488 -2.590 -1.260
O 2.559 -3.646 -2.300
C 2.253 -0.959 -1.383
Cl 3.370 -0.108 -2.552
C 0.738 -1.129 -1.880
C 0.097 0.149 -2.615
C -1.045 0.902 -1.715
N -2.410 0.756 -2.300
C -2.987 -0.598 -2.010
C -3.800 -0.646 -0.598
C -3.433 0.184 0.666
C -4.295 0.124 1.990
C -5.551 -0.828 1.952
C -5.924 -1.708 0.720
C -5.033 -1.603 -0.550
O -5.374 -2.412 -1.710
O 2.212 -0.407 -0.048
C 3.132 0.699 0.144
O 4.355 0.566 0.422
C 2.473 2.184 0.040
C 1.201 2.172 1.065
O 1.420 1.335 2.235
C 0.377 0.370 2.375
O 0.420 -0.548 3.254
H 2.713 -4.352 0.730
H 1.296 -3.054 0.588
H 2.936 -2.545 1.256
H 0.109 -1.364 -0.930
H 0.566 -2.037 -2.575
H -0.454 -0.233 -3.558
H 0.836 0.964 -2.922
H -0.803 2.026 -1.693
H -0.926 0.495 -0.650
H -3.039 1.507 -1.969
H -2.209 -1.445 -2.052
H -3.803 -0.771 -2.817
H -2.525 0.872 0.690
H -4.026 0.755 2.899
H -6.244 -0.892 2.871
H -6.827 -2.401 0.762
H -4.908 -3.271 -1.524
H 3.224 2.975 0.451
H 2.145 2.411 -1.046
H 0.258 1.891 0.478
H 1.059 3.258 1.426
H -0.535 0.338 1.669
O 3.910 3.661 2.432
S 5.309 3.719 2.930
O 5.417 4.771 3.966
O 6.217 4.036 1.804
O 5.677 2.410 3.512
```